{
  "formula": "C3H10OS2",
  "method": "ωB97M-V with the def2-TZVPD basis set",
  "s2": 0.75,
  "e_tot_ha": -991.54164,
  "charge": 1,
  "multiplicity": 2,
  "orbital_gap_ha": [0.330, 0.190],
  "species": ["C", "S", "S", "H", "H", "H", "H", "C", "O", "C", "H", "H", "H", "H", "H", "H"],
  "positions_angstrom": [[-1.940679, -1.855380, 0.471338], [-1.635567, -0.346844, -0.638132], [-1.278911, 1.407884, 0.459014], [-2.682724, -1.586545, 1.144416], [-1.010248, -2.052624, 0.990757], [-2.231672, -2.670291, -0.160430], [0.062583, 1.592705, 0.206291], [1.978549, 0.200589, -0.425169], [2.313661, 0.629047, 0.916285], [3.080827, -0.801700, -0.737621], [0.986291, -0.286947, -0.529333], [1.974915, 1.097519, -1.072317], [2.166735, -0.231362, 1.470067], [3.251357, -1.497083, 0.130890], [2.872391, -1.425655, -1.675359], [4.020542, -0.209777, -0.820663]],
  "atomic_forces_ev_per_a": [[1.20, 1.54, -0.92], [1.01, 0.11, 0.63], [-0.24, -1.50, 0.20], [-1.47, 0.32, 1.35], [0.23, 0.06, -0.03], [-0.14, -0.20, -0.61], [-0.54, -0.22, -0.41], [1.15, -0.36, 0.50], [-2.14, -2.02, 0.89], [0.46, -0.73, -1.20], [0.11, 0.13, 0.34], [0.20, -0.44, 0.27], [0.67, 2.49, -1.14], [-0.43, 0.53, -0.85], [0.49, 0.94, 1.24], [-0.56, -0.66, -0.25]]
}

---

{
  "formula": "C3H10OSSi",
  "method": "ωB97M-V with the def2-TZVPD basis set",
  "e_tot_ha": -883.10820,
  "charge": 0,
  "multiplicity": 1,
  "orbital_gap_ha": [0.286, 0.286],
  "species": ["C", "C", "C", "O", "Si", "S", "H", "H", "H", "H", "H", "H", "H", "H", "H", "H"],
  "positions_angstrom": [[-2.347948, -0.512331, -0.177093], [-0.159517, 1.331040, 0.930024], [-1.634556, 0.396910, -1.154566], [1.550622, -0.584203, -0.366705], [2.984406, 0.019388, 0.001512], [-0.082856, 0.990063, -0.838919], [-2.768643, -0.071840, 0.637485], [-1.637559, -1.258414, 0.232824], [-3.231320, -1.073492, -0.568237], [0.710727, 0.866578, 1.466926], [-1.136135, 0.949311, 1.221727], [-0.109065, 2.408811, 0.935968], [-1.860324, 0.284197, -2.130165], [2.644083, 1.399243, 0.608120], [3.937022, 0.160143, -1.156188], [3.604399, -0.928258, 1.092268]],
  "atomic_forces_ev_per_a": [[0.42, -1.94, -1.82], [0.58, -0.85, -0.11], [2.96, -0.04, 3.98], [-1.48, 0.50, -0.67], [0.04, -0.31, 0.92], [-1.41, -1.49, -0.35], [-0.95, 1.82, 2.42], [-0.26, 0.27, -0.38], [0.96, 0.44, -0.44], [-1.09, 0.45, -0.67], [0.35, 0.27, 0.51], [-0.08, 0.32, 0.48], [-0.54, -0.11, -3.26], [0.78, -0.41, -0.20], [-0.11, 0.11, 0.39], [-0.16, 0.97, -0.80]]
}

---

Record order is preserved below.
Relative energy (zero: lowest compared OMol25 entry of this formula, charge and spin): 1.775; 3.897 eV